Entry 1:
Computed, not measured: one molecule with the formula C3H5NO2S2, with the ωB97M-V functional and the def2-TZVPD basis.

F_max (eV Å⁻¹): 3.809
ΔE to the lowest compared entry with this formula, charge and spin (kcal per mole): 57.8
LUMO level (eV): 0.316

Geometry as ORCA input:
```
! wB97M-V def2-TZVPD RIJCOSX def2/J DEFGRID3
* xyz 0 1
C 3.783 -0.358 -0.113
C 1.519 0.200 0.104
C -1.044 0.900 -0.220
H 4.502 -1.233 -0.347
H 3.976 0.344 -0.920
H 4.053 0.200 0.740
H -0.439 1.837 -0.295
H -2.398 -1.491 0.816
N -2.321 0.933 -0.119
O 2.370 -0.744 -0.136
O 1.784 1.388 0.269
S 0.010 -0.565 0.092
S -3.275 -0.422 -0.021
*
```

Entry 2:
Computed, not measured: one molecule with the formula C3H5NO3, with the ωB97M-V functional and the def2-TZVPD basis.

F_max (eV Å⁻¹): 0.662
ΔE to the lowest compared entry with this formula, charge and spin (kcal per mole): 30.9
LUMO level (eV): 0.799

Geometry as ORCA input:
```
! wB97M-V def2-TZVPD RIJCOSX def2/J DEFGRID3
* xyz 0 1
N -0.054 1.471 -0.173
C 0.927 0.424 -0.278
O 1.973 0.500 -0.872
C 0.587 -0.845 0.495
O -0.768 -0.864 0.928
C -1.651 -0.783 -0.074
O -1.361 -0.825 -1.244
H -0.335 1.721 -1.117
H 0.393 2.297 0.212
H 0.822 -1.719 -0.124
H 1.194 -0.860 1.407
H -2.669 -0.667 0.336
*
```

Entry 3:
Computed, not measured: a 2-piece molecular cluster, C3H5NO3 overall, with the ωB97M-V functional and the def2-TZVPD basis.

F_max (eV Å⁻¹): 1.205
ΔE to the lowest compared entry with this formula, charge and spin (kcal per mole): 167.9
LUMO level (eV): 0.733

Geometry as ORCA input:
```
! wB97M-V def2-TZVPD RIJCOSX def2/J DEFGRID3
* xyz 0 1
C -0.236 -1.678 -0.084
C 0.563 -0.665 -0.070
C -1.906 1.034 0.106
N 1.389 0.269 0.063
O 1.196 1.414 0.487
O 2.703 -0.035 -0.381
O -2.041 0.547 -0.978
H -0.323 -2.348 0.763
H -0.884 -1.878 -0.922
H -1.743 2.114 0.256
H -1.942 0.448 1.038
H 3.224 0.779 -0.278
*
```